Record 1
The following is a DFT calculation (ωB97M-V/def2-TZVPD) of a structure of composition C60H48InN5OP2SSi.

XYZ file:
```
119
C60H48InN5OP2SSi ωB97M-V/def2-TZVPD
In 0.80 0.79 0.03
C 0.91 0.15 -3.53
Si -0.33 -0.12 -2.13
C -1.91 0.85 -2.55
C -2.04 1.38 -3.84
C -3.10 2.20 -4.19
C -4.08 2.49 -3.26
C -4.00 1.95 -1.99
C -2.93 1.13 -1.62
P -2.91 0.29 0.01
C -2.95 1.64 1.26
C -2.76 2.99 0.96
C -2.76 3.94 1.98
C -2.94 3.56 3.30
C -3.11 2.21 3.60
C -3.11 1.27 2.59
C -4.65 -0.33 0.02
C -5.69 0.19 0.78
C -6.97 -0.33 0.68
C -7.24 -1.38 -0.19
C -6.21 -1.91 -0.96
C -4.93 -1.39 -0.86
C -0.62 -2.00 -2.35
C -1.19 -2.32 -3.60
C -1.25 -3.61 -4.08
C -0.71 -4.65 -3.33
C -0.17 -4.37 -2.08
C -0.14 -3.07 -1.58
P 0.27 -2.81 0.19
C 1.88 -3.63 0.47
C 2.30 -3.79 1.79
C 3.55 -4.31 2.09
C 4.42 -4.66 1.06
C 4.03 -4.47 -0.26
C 2.77 -3.96 -0.56
C -0.95 -4.03 0.87
C -2.29 -3.72 0.64
C -3.31 -4.55 1.07
C -3.01 -5.72 1.76
C -1.68 -6.03 2.01
C -0.66 -5.20 1.57
H 0.80 -0.62 -4.30
H 1.92 0.05 -3.11
H 0.83 1.13 -4.00
H -1.28 1.16 -4.58
H -3.16 2.61 -5.19
H -4.92 3.12 -3.52
H -4.80 2.13 -1.27
H -2.58 3.31 -0.06
H -2.62 4.99 1.73
H -2.92 4.30 4.09
H -3.25 1.90 4.63
H -3.26 0.22 2.85
H -5.50 1.02 1.46
H -7.77 0.08 1.29
H -8.24 -1.79 -0.26
H -6.41 -2.72 -1.65
H -4.14 -1.79 -1.48
H -1.60 -1.51 -4.21
H -1.71 -3.81 -5.04
H -0.72 -5.67 -3.70
H 0.21 -5.19 -1.47
H 1.63 -3.50 2.60
H 3.85 -4.45 3.12
H 5.40 -5.05 1.28
H 4.72 -4.71 -1.06
H 2.48 -3.80 -1.59
H -2.52 -2.80 0.11
H -4.34 -4.28 0.87
H -3.80 -6.38 2.10
H -1.44 -6.94 2.55
H 0.37 -5.48 1.76
N 1.84 -0.33 4.30
C 0.61 -0.94 4.40
C 0.01 -1.67 5.43
C -1.27 -2.14 5.19
C -1.92 -1.88 3.97
C -1.31 -1.16 2.97
C -0.02 -0.69 3.19
N 0.83 0.06 2.37
C 1.92 0.25 3.08
C 3.08 1.01 2.64
C 4.27 1.16 3.29
S 5.27 2.20 2.38
C 4.04 2.35 1.20
N 2.97 1.68 1.46
H 2.57 -0.32 4.99
H 0.52 -1.86 6.36
H -1.78 -2.71 5.96
H -2.92 -2.27 3.82
H -1.81 -0.97 2.02
H 4.62 0.73 4.22
H 4.17 2.96 0.31
O 4.92 -0.30 0.27
C 3.80 -0.24 -0.13
N 2.68 -0.18 -0.54
C -0.20 4.88 -3.59
C 0.76 3.89 -3.47
C 1.01 3.28 -2.25
C 0.31 3.65 -1.10
C -0.62 4.70 -1.22
C -0.87 5.29 -2.44
N 0.53 2.99 0.11
C 0.54 3.75 1.29
C 1.15 5.01 1.35
C 1.22 5.71 2.55
C 0.68 5.19 3.72
C 0.05 3.95 3.66
C -0.03 3.25 2.47
H -0.40 5.34 -4.55
H 1.33 3.59 -4.35
H 1.81 2.55 -2.15
H -1.15 5.04 -0.33
H -1.61 6.09 -2.51
H 1.60 5.42 0.46
H 1.72 6.67 2.57
H 0.73 5.74 4.65
H -0.41 3.53 4.55
H -0.55 2.30 2.42
```

Calculated values
Frontier orbital gap: 6.783 eV
DFT total energy: -4224.876174 hartree
Energy above the lowest of the compared OMol25 structures with the same formula, charge and spin: 0.0 kJ/mol


Record 2
The following is a DFT calculation (ωB97M-V/def2-TZVPD) of a cluster of 3 separate species, C3H14N2O2S in total at a distorted geometry.

XYZ file:
```
22
C3H14N2O2S ωB97M-V/def2-TZVPD
N 2.37 -0.84 -1.25
C 1.64 0.41 -1.14
C 0.26 0.30 -0.52
N -0.55 1.51 -0.81
C 0.15 -0.01 0.98
S 0.41 -1.76 1.42
H 1.86 -1.62 -1.63
H 2.90 -1.15 -0.46
H 1.54 0.81 -2.15
H 2.39 1.01 -0.62
H -0.23 -0.55 -0.99
H -0.01 2.20 -1.32
H -0.76 1.94 0.09
H -0.83 0.26 1.36
H 0.75 0.77 1.46
H 0.56 -2.20 0.17
O -2.32 -0.75 -2.23
H -3.04 -0.15 -2.45
H -1.67 -0.21 -1.76
O -1.57 2.43 2.20
H -2.32 1.86 1.99
H -1.25 2.03 3.01
```

Calculated values
Frontier orbital gap: 9.337 eV
DFT total energy: -780.847013 hartree
Structure (SMILES): NC[C@H](N)CS.O.O
Energy above the lowest of the compared OMol25 structures with the same formula, charge and spin: 43.3 kJ/mol


Record 3
The following is a DFT calculation (ωB97M-V/def2-TZVPD) of a structure of composition C30H36AlN6O5SSe at a distorted geometry.

XYZ file:
```
80
C30H36AlN6O5SSe ωB97M-V/def2-TZVPD
Al -0.27 -0.82 0.53
N -0.60 0.56 -0.96
C -1.32 -0.12 -2.04
C -0.88 -1.60 -2.10
O -1.16 -2.32 -3.03
N -0.21 -1.91 -0.99
C 0.39 -3.20 -0.79
C 0.94 -3.21 0.63
O 1.53 -4.14 1.12
O 0.69 -2.10 1.29
H 0.34 0.78 -1.27
H -1.03 1.46 -0.74
H -2.39 -0.12 -1.83
H -1.15 0.34 -3.02
H -0.33 -4.02 -0.90
H 1.21 -3.38 -1.50
C -1.55 1.89 3.13
N -0.27 1.44 3.61
C -0.11 1.54 5.05
C 1.14 0.82 5.52
C 2.25 1.15 4.54
N 1.86 0.65 3.23
C 2.85 -0.09 2.49
C 0.61 0.83 2.81
O 0.25 0.47 1.64
H -2.35 1.21 3.45
H -1.53 1.96 2.05
H -1.76 2.87 3.56
H -1.01 1.11 5.52
H -0.06 2.60 5.33
H 0.97 -0.26 5.52
H 1.39 1.13 6.53
H 3.18 0.66 4.82
H 2.42 2.23 4.50
H 3.19 -0.93 3.09
H 3.70 0.56 2.26
H 2.41 -0.46 1.58
O -2.00 -0.82 0.97
S -3.29 -0.73 1.78
C -4.47 -1.61 0.74
C -5.67 -0.97 0.48
C -6.58 -1.56 -0.37
C -6.28 -2.79 -0.95
C -5.07 -3.42 -0.67
C -4.15 -2.83 0.18
C -3.03 -1.94 3.09
C -3.96 -2.04 4.12
C -3.71 -2.93 5.15
C -2.56 -3.70 5.15
C -1.64 -3.59 4.12
C -1.88 -2.70 3.08
H -5.88 -0.01 0.94
H -7.51 -1.07 -0.60
H -6.98 -3.25 -1.62
H -4.85 -4.37 -1.13
H -3.20 -3.30 0.38
H -4.85 -1.43 4.11
H -4.41 -3.02 5.97
H -2.37 -4.39 5.96
H -0.74 -4.18 4.12
H -1.16 -2.60 2.28
C 2.39 5.92 1.33
N 3.33 5.08 0.66
C 3.08 3.84 0.18
Se 1.54 2.92 0.33
N 4.21 3.36 -0.40
C 5.20 4.31 -0.32
C 6.51 4.33 -0.76
C 7.24 5.48 -0.50
C 6.69 6.57 0.16
C 5.38 6.56 0.60
C 4.64 5.41 0.35
H 1.48 5.34 1.51
H 2.14 6.78 0.72
H 2.80 6.26 2.28
H 4.26 2.46 -0.84
H 6.94 3.49 -1.28
H 8.27 5.53 -0.83
H 7.29 7.44 0.33
H 4.95 7.40 1.10
```

Calculated values
Frontier orbital gap: 7.639 eV
DFT total energy: -4911.659904 hartree
Total charge: +1